## P
Molecular formula: C4H7NS3
Method: DFT, ωB97M-V with the def2-TZVPD basis set

Properties
Kohn-Sham gap in eV: 8.8
SMILES: C[C@@H]1CSC(=S)NS1
LUMO energy in eV: 0.39
HOMO level in eV: -8.369

Each line ends with the Löwdin charge.
Cartesian coordinates (Å):
S: -1.551 0.998 0.055  0.938
S: 2.071 2.387 -1.740  0.567
S: 0.919 -0.289 -1.782  0.901
N: -0.109 1.797 -0.402  -0.395
C: 0.859 1.380 -1.241  -1.267
C: 0.233 -0.568 1.548  -0.106
C: -0.825 -0.625 0.439  -0.677
C: -0.343 -1.246 -0.867  -0.498
H: 0.008 2.710 -0.046  0.062
H: -0.188 -0.190 2.461  0.070
H: 0.607 -1.580 1.728  0.086
H: 0.140 -2.196 -0.665  0.072
H: -1.683 -1.213 0.779  0.104
H: -1.212 -1.416 -1.507  0.072
H: 1.073 0.051 1.240  0.070

---

## Q
Molecular formula: C4H7NS3
Method: DFT, ωB97M-V with the def2-TZVPD basis set

Properties
Kohn-Sham gap in eV: 8.8
SMILES: S=CNSC[C@H]1CS1
LUMO energy in eV: 0.03
HOMO level in eV: -8.729

Each line ends with the Löwdin charge.
Cartesian coordinates (Å):
S: -1.614 -3.254 0.579  0.544
S: 1.194 -0.167 0.875  0.860
S: -0.341 1.899 -1.856  0.804
N: 0.125 -1.300 0.259  -0.468
C: -0.720 -1.953 1.158  -0.764
C: 1.396 2.403 -1.346  -0.323
C: 0.242 2.211 -0.256  -0.808
C: 0.403 1.470 0.966  -0.474
H: -0.551 -1.726 2.261  0.080
H: 0.885 2.202 1.565  0.087
H: -0.249 3.160 -0.207  0.059
H: 0.093 -1.172 -0.851  0.151
H: 1.698 3.609 -1.365  0.144
H: -0.554 1.023 1.375  0.089
H: 2.052 1.562 -1.306  0.018

---

Which of them is most stable? Easy: P.

---

## P
Molecular formula: C22H88O22
Method: DFT, ωB97M-V with the def2-TZVPD basis set

Properties
Kohn-Sham gap in eV: 10.2
LUMO energy in eV: 0.56
HOMO level in eV: -9.651

Each line ends with the Löwdin charge.
Cartesian coordinates (Å):
O: 14.531 13.579 14.497  -0.191
O: 7.953 12.327 8.824  -0.152
O: 13.389 20.862 13.872  -0.119
O: 8.883 16.360 12.990  -0.118
O: 13.494 14.033 12.213  -0.153
O: 9.962 19.704 17.507  -0.128
O: 8.985 13.217 12.961  -0.128
O: 8.807 11.120 10.847  -0.165
O: 16.209 14.867 11.058  -0.169
O: 15.164 13.490 8.894  -0.150
O: 14.621 18.135 12.971  -0.178
O: 10.409 12.075 7.387  -0.142
O: 14.936 16.326 14.961  -0.155
O: 13.628 14.185 6.167  -0.153
O: 13.317 16.465 11.260  -0.211
O: 11.688 10.813 11.434  -0.123
O: 11.467 14.739 7.758  -0.148
O: 16.670 12.598 17.902  -0.125
O: 11.967 17.131 16.842  -0.149
O: 13.546 14.729 16.693  -0.158
O: 10.874 17.684 11.351  -0.159
O: 16.146 11.654 6.480  -0.137
C: 15.602 16.909 16.134  -0.064
C: 10.382 15.534 8.314  -0.093
C: 11.063 19.078 11.360  -0.143
C: 7.730 17.124 12.984  -0.171
C: 14.299 12.322 9.025  -0.102
C: 15.400 11.571 5.272  -0.151
C: 8.152 13.162 14.140  -0.105
C: 15.036 12.200 14.606  -0.067
C: 17.653 13.415 17.167  -0.110
C: 8.330 10.329 11.934  -0.090
C: 12.076 14.065 12.311  -0.099
C: 12.398 20.602 14.847  -0.163
C: 13.553 16.595 9.817  -0.061
C: 7.274 12.111 7.613  -0.148
C: 11.183 16.906 15.654  -0.145
C: 14.534 15.306 6.260  -0.126
C: 12.233 9.597 11.007  -0.175
C: 13.195 13.462 17.160  -0.158
C: 16.085 18.201 12.953  -0.089
C: 17.035 14.212 11.952  -0.188
C: 10.718 10.762 7.899  -0.109
C: 8.851 18.890 17.766  -0.164
H: 16.510 18.556 13.926  0.076
H: 15.753 14.185 10.432  0.083
H: 16.291 16.166 16.568  0.078
H: 16.610 13.204 12.129  0.081
H: 7.175 13.631 13.965  0.095
H: 7.862 9.403 11.661  0.089
H: 6.223 11.923 7.775  0.075
H: 10.128 19.619 11.618  0.084
H: 13.540 20.015 13.426  0.030
H: 8.035 12.187 14.417  0.036
H: 10.781 10.916 11.103  0.036
H: 12.552 9.026 11.874  0.072
H: 11.115 13.883 7.619  0.010
H: 10.518 17.693 15.428  0.047
H: 9.470 16.833 12.375  0.047
H: 13.781 14.903 11.904  0.042
H: 13.450 12.604 9.688  0.083
H: 10.599 15.995 15.766  0.076
H: 11.630 9.014 10.340  0.068
H: 14.099 13.644 13.605  0.025
H: 14.901 17.275 16.894  0.086
H: 12.633 19.764 15.523  0.081
H: 16.993 14.715 12.929  0.061
H: 12.579 16.363 16.948  0.047
H: 11.808 15.080 12.555  0.062
H: 10.025 10.524 8.748  0.074
H: 14.426 17.611 13.797  0.071
H: 9.133 10.087 12.567  0.068
H: 13.912 17.055 11.821  0.078
H: 14.630 16.514 9.620  0.076
H: 17.143 13.541 16.232  0.038
H: 15.550 10.660 4.672  0.081
H: 11.161 19.472 10.281  0.104
H: 17.064 12.154 18.634  0.049
H: 9.028 17.997 17.268  0.035
H: 8.619 13.614 14.987  0.074
H: 8.823 18.680 18.858  0.087
H: 11.793 17.334 11.449  0.041
H: 13.863 14.636 15.775  0.037
H: 9.612 12.363 7.860  0.029
H: 15.268 15.462 14.724  0.046
H: 7.442 17.520 12.023  0.079
H: 11.714 10.765 8.332  0.057
H: 16.496 18.909 12.193  0.096
H: 11.813 16.762 14.753  0.077
H: 12.758 14.443 6.522  0.036
H: 13.859 11.932 8.100  0.063
H: 8.979 14.134 12.666  0.054
H: 10.828 16.527 8.572  0.077
H: 7.707 10.956 12.546  0.069
H: 13.028 15.680 9.441  0.088
H: 11.862 13.284 13.006  0.080
H: 12.589 13.575 18.084  0.092
H: 15.945 12.164 15.185  0.057
H: 13.180 17.559 9.412  0.092
H: 6.854 16.602 13.311  0.074
H: 18.577 12.822 16.963  0.092
H: 17.087 11.485 6.316  0.088
H: 7.899 19.366 17.487  0.087
H: 15.224 11.792 13.616  0.077
H: 14.265 11.621 15.086  0.072
H: 14.059 16.201 5.806  0.091
H: 18.095 14.239 11.604  0.087
H: 11.405 20.580 14.487  0.061
H: 12.424 21.435 15.502  0.066
H: 14.863 15.446 7.313  0.066
H: 9.627 15.670 7.530  0.083
H: 14.840 11.459 9.393  0.068
H: 16.218 17.752 15.833  0.059
H: 7.753 11.303 7.013  0.094
H: 7.869 18.007 13.541  0.064
H: 8.090 11.535 9.364  0.036
H: 15.534 13.620 8.007  0.065
H: 15.358 15.008 5.648  0.060
H: 8.841 12.016 11.242  0.086
H: 17.861 14.413 17.556  0.069
H: 14.329 11.678 5.559  0.080
H: 11.646 13.994 11.263  0.102
H: 12.528 12.963 16.424  0.084
H: 7.351 13.019 7.029  0.081
H: 14.023 12.777 17.351  0.062
H: 9.953 15.141 9.239  0.076
H: 15.654 12.463 4.735  0.061
H: 13.200 9.772 10.447  0.082
H: 10.624 9.993 7.107  0.091
H: 10.778 19.193 17.474  0.053
H: 11.835 19.372 12.046  0.058
H: 16.447 17.168 12.743  0.077

---

## Q
Molecular formula: C22H88O22
Method: DFT, ωB97M-V with the def2-TZVPD basis set

Properties
Kohn-Sham gap in eV: 9.0
LUMO energy in eV: -0.36
HOMO level in eV: -9.361

Each line ends with the Löwdin charge.
Cartesian coordinates (Å):
O: 1.364 -6.327 2.092  -0.107
O: 1.022 -2.144 -2.784  -0.099
O: 0.604 -6.950 -0.835  -0.123
O: 3.979 1.338 -1.580  -0.146
O: -4.136 1.427 -4.837  -0.141
O: 0.325 3.926 0.839  -0.107
O: -3.864 -1.858 -0.443  -0.129
O: -6.162 -0.385 -0.606  -0.143
O: 0.335 -2.174 6.214  -0.122
O: -1.739 -4.969 0.560  -0.169
O: 0.529 0.633 1.518  -0.131
O: 3.972 1.961 3.478  -0.121
O: -1.013 5.400 3.910  -0.120
O: 5.078 4.075 -2.353  -0.122
O: -2.485 3.764 -4.793  -0.127
O: 3.716 -2.811 2.689  -0.120
O: -2.807 -1.058 -5.792  -0.134
O: 0.703 5.106 -5.341  -0.114
O: -0.642 -1.055 3.457  -0.147
O: 1.824 1.040 -3.194  -0.147
O: -3.144 -3.855 -2.033  -0.140
O: -0.289 2.575 6.378  -0.154
C: 1.081 -6.063 -1.808  -0.165
C: -2.840 -1.774 0.536  -0.124
C: -4.781 1.264 -3.551  -0.106
C: 4.164 1.340 -0.104  -0.064
C: 0.316 0.203 0.203  -0.131
C: 0.375 3.801 6.758  -0.131
C: 2.005 4.713 -4.868  -0.144
C: -1.597 4.129 3.847  -0.174
C: -2.218 -3.212 -2.896  -0.108
C: 4.004 1.014 4.543  -0.161
C: 1.221 -4.912 1.961  -0.149
C: 0.660 3.955 -0.489  -0.162
C: 1.766 -2.739 -1.766  -0.187
C: 2.116 0.905 -4.559  -0.146
C: -1.486 -0.833 -5.435  -0.189
C: -2.375 4.231 -3.464  -0.138
C: 2.824 -1.763 2.311  -0.134
C: -5.944 0.854 0.098  -0.151
C: -1.654 -0.663 4.348  -0.146
C: 0.461 -3.538 6.497  -0.171
C: -2.440 -6.225 0.761  -0.104
C: 4.258 4.890 -1.519  -0.136
H: 2.107 -5.737 -1.630  0.078
H: 0.800 -6.634 2.805  0.085
H: -1.263 0.087 5.035  0.078
H: 2.530 1.852 -4.904  0.059
H: -0.128 -0.356 3.046  0.036
H: -1.481 -3.957 -3.195  0.080
H: 0.946 -4.104 5.701  0.071
H: 4.856 5.757 -1.239  0.088
H: 0.364 5.755 -4.720  0.066
H: -1.595 3.796 -5.153  0.073
H: -0.876 -1.652 -5.817  0.090
H: 0.566 2.975 -0.956  0.077
H: -1.788 3.469 -2.951  0.082
H: -3.270 -0.294 -5.440  0.030
H: -1.990 -4.728 -0.335  0.031
H: -2.238 4.159 2.965  0.079
H: 1.226 3.829 6.078  0.069
H: 0.875 -3.635 7.501  0.083
H: 1.272 -1.218 -2.791  0.046
H: -0.498 -4.057 6.490  0.068
H: 2.344 -2.004 -1.206  0.068
H: -1.995 -1.530 4.914  0.082
H: -2.053 -6.831 -0.059  0.074
H: 2.596 1.244 -2.661  0.014
H: 0.160 1.836 6.795  0.069
H: -2.784 -2.627 1.211  0.075
H: 2.624 4.339 -5.684  0.082
H: -4.858 0.948 0.129  0.069
H: 1.726 4.179 -0.513  0.059
H: 3.421 2.040 0.279  0.062
H: -0.537 5.595 3.099  0.058
H: 3.180 -1.017 3.022  0.059
H: 3.135 2.429 3.427  0.066
H: 4.719 0.208 4.376  0.078
H: 3.795 0.354 0.177  0.057
H: -1.851 5.187 -3.491  0.072
H: 1.197 -3.163 -0.939  0.061
H: -1.306 0.129 -5.916  0.075
H: 1.679 -4.428 1.099  0.073
H: -6.260 0.815 1.141  0.063
H: 2.561 5.592 -4.542  0.073
H: -2.249 -6.642 1.750  0.078
H: 0.295 -5.313 -1.889  0.060
H: 2.483 -3.485 -2.109  0.076
H: -5.320 -0.829 -0.729  0.006
H: 0.163 -2.045 5.278  0.030
H: -1.684 -2.421 -2.372  0.081
H: -0.092 4.759 6.529  0.071
H: -2.122 3.994 4.793  0.087
H: -1.846 -1.826 0.093  0.062
H: 4.385 2.149 -1.894  0.035
H: 0.902 -6.732 0.051  0.036
H: 0.077 4.709 -1.019  0.084
H: 0.465 -0.877 0.180  0.072
H: -6.541 1.685 -0.277  0.071
H: -0.729 0.434 -0.001  0.090
H: -4.305 0.480 -2.962  0.073
H: 4.245 -3.086 1.936  0.075
H: -2.969 -0.847 1.095  0.078
H: -2.491 -0.360 3.718  0.075
H: -3.615 -2.498 -1.113  0.020
H: -3.486 -5.931 0.677  0.078
H: 0.228 1.538 1.629  0.066
H: -2.747 -3.004 -3.826  0.088
H: -5.830 1.010 -3.703  0.084
H: 4.351 1.428 5.490  0.073
H: 2.755 0.042 -4.748  0.087
H: 0.167 -4.635 1.919  0.063
H: 0.598 3.692 7.819  0.081
H: 1.209 0.785 -5.152  0.074
H: 1.046 -6.594 -2.759  0.080
H: 3.034 0.537 4.686  0.072
H: -3.433 -4.665 -2.459  0.110
H: -0.929 3.288 3.660  0.064
H: 5.528 4.648 -2.978  0.087
H: 1.772 -2.048 2.307  0.068
H: -1.438 -0.696 -4.355  0.069
H: -3.574 2.205 -4.817  0.024
H: 1.975 3.961 -4.079  0.063
H: 3.982 4.315 -0.635  0.065
H: -4.753 2.246 -3.079  0.069
H: -3.364 4.327 -3.018  0.085
H: 0.982 0.655 -0.532  0.065
H: 3.354 5.228 -2.027  0.063
H: 3.091 -1.285 1.369  0.055
H: 5.142 1.584 0.311  0.092
H: 1.529 -4.366 2.853  0.061
H: 0.773 4.642 1.293  0.083

---

Which of them is most stable? Easy: P.

---

## P
Molecular formula: C19H27N5O2
Method: DFT, ωB97M-V with the def2-TZVPD basis set

Properties
Kohn-Sham gap in eV: 8.6
SMILES: CCCC(=O)Nc1ccc2c(c1)nc(CN1CCN(C(C)=O)CC1)n2C
LUMO energy in eV: 0.53
HOMO level in eV: -8.065

Each line ends with the Löwdin charge.
Cartesian coordinates (Å):
O: 3.571 0.977 3.497  0.045
O: -0.679 0.185 -5.658  0.069
N: -1.137 -0.527 3.676  -0.151
N: -2.593 0.085 0.634  -0.028
N: -1.140 -1.608 0.706  0.169
N: 1.337 0.981 3.741  -0.060
N: 0.039 -1.221 -4.010  0.122
C: 3.086 -0.653 -4.966  -0.109
C: -0.684 -0.813 -2.881  -0.215
C: 1.001 -1.432 -6.206  -0.123
C: 2.580 1.435 4.033  -0.510
C: 0.128 1.428 4.398  -0.141
C: -2.311 0.640 -1.819  -0.003
C: -2.199 -1.090 2.856  -0.112
C: 0.175 -1.139 3.463  -0.153
C: -1.091 0.923 3.636  -0.181
C: -0.451 -1.501 -1.698  0.048
C: -3.606 1.035 0.998  -0.016
C: -1.605 0.244 -2.935  -0.010
C: 2.317 -0.646 -6.281  -0.246
C: 0.020 -0.730 -5.281  -0.482
C: -1.992 -0.892 1.387  -0.277
C: -1.160 -1.113 -0.571  -0.220
C: 2.656 2.552 5.052  0.001
C: 1.185 -0.166 2.865  -0.119
C: -2.082 -0.045 -0.637  -0.172
H: 0.077 -1.994 2.794  0.107
H: -4.552 0.787 0.509  0.102
H: -3.017 1.455 -1.877  0.108
H: 2.939 -1.084 -7.065  0.106
H: 2.182 2.256 5.985  0.080
H: 0.256 -2.315 -1.644  0.117
H: -2.227 -2.164 3.055  0.131
H: 0.552 -1.460 -7.200  0.120
H: 2.165 -0.636 2.767  0.125
H: 0.083 1.049 5.428  0.133
H: 0.860 0.152 1.868  0.126
H: 0.678 -1.982 -3.828  0.135
H: 4.029 -0.125 -5.082  0.071
H: 3.307 -1.672 -4.652  0.073
H: 1.193 -2.455 -5.877  0.112
H: -3.303 2.035 0.680  0.099
H: -1.754 0.749 -3.874  0.097
H: -1.058 1.326 2.609  0.123
H: 0.100 2.521 4.430  0.121
H: 0.544 -1.487 4.435  0.124
H: 2.163 3.446 4.676  0.081
H: -3.146 -0.656 3.185  0.114
H: 2.518 -0.160 -4.179  0.069
H: 3.703 2.777 5.233  0.084
H: -3.754 1.039 2.075  0.077
H: 2.091 0.383 -6.568  0.113
H: -1.997 1.304 4.121  0.126

---

## Q
Molecular formula: C19H27N5O2
Method: DFT, ωB97M-V with the def2-TZVPD basis set

Properties
Kohn-Sham gap in eV: 8.4
SMILES: CN1CCc2c(C#N)c(N3CCOCC3)nc(NC[C@@H]3CCCO3)c2C1
LUMO energy in eV: 0.71
HOMO level in eV: -7.688

Each line ends with the Löwdin charge.
Cartesian coordinates (Å):
O: 0.288 4.258 2.161  -0.132
O: 1.163 -3.717 1.789  -0.107
N: 1.559 -1.405 0.060  0.066
N: 0.119 0.323 0.494  0.176
N: -1.206 2.059 1.161  -0.057
N: -3.530 2.474 -1.801  0.167
N: 0.636 -0.920 -3.955  -0.219
C: 0.535 -0.607 -0.359  -0.250
C: 1.425 -3.883 4.104  -0.152
C: 0.444 -1.665 -2.721  -0.146
C: -2.604 1.887 -1.449  -0.228
C: 1.401 -2.393 3.761  -0.128
C: -1.618 3.422 0.894  -0.120
C: -0.539 -0.184 -4.410  -0.174
C: 1.829 -4.491 2.763  -0.205
C: -0.389 4.343 0.928  -0.179
C: 0.691 2.932 2.432  -0.187
C: -0.008 -0.714 -1.653  -0.085
C: -1.495 1.113 -1.083  -0.098
C: -0.841 1.187 0.172  -0.220
C: 1.944 -1.441 1.448  -0.139
C: -1.038 0.141 -1.991  -0.115
C: -1.637 -0.058 -3.346  -0.098
C: 1.218 -1.723 -5.004  -0.105
C: 1.039 -2.379 2.265  -0.317
C: -0.513 1.986 2.435  -0.131
H: 0.684 -1.835 4.357  0.113
H: 1.429 -1.084 -5.861  0.086
H: 2.978 -1.792 1.505  0.131
H: -0.202 0.819 -4.699  0.124
H: 2.122 -4.126 4.902  0.111
H: 1.410 2.593 1.671  0.124
H: 2.919 -4.429 2.624  0.122
H: -0.004 -2.079 2.099  0.149
H: -2.114 3.502 -0.069  0.090
H: -1.219 2.296 3.212  0.130
H: -0.977 -0.658 -5.301  0.116
H: 0.563 -2.547 -5.333  0.088
H: 1.872 -0.427 1.843  0.114
H: -2.314 0.754 -3.610  0.111
H: -0.685 5.387 0.813  0.128
H: 2.390 -1.954 3.904  0.114
H: 1.176 2.957 3.409  0.125
H: 1.406 -2.116 -2.467  0.115
H: 0.291 4.064 0.107  0.132
H: -2.319 3.723 1.679  0.135
H: 0.428 -4.226 4.381  0.114
H: -0.194 0.960 2.605  0.105
H: -0.295 -2.484 -2.838  0.137
H: -2.219 -0.986 -3.322  0.134
H: 1.514 -5.528 2.635  0.122
H: 1.651 -2.291 -0.413  0.128
H: 2.158 -2.146 -4.651  0.082

---

Which of them is most stable? Easy: P.